No. 1
The following is a DFT calculation (ωB97M-V/def2-TZVPD) of a structure of composition C29H45Cl2HfN2P in a non-equilibrium geometry.

## Properties
Orbital gap ... 5.35 eV
Energy above the lowest of the compared OMol25 structures with the same formula, charge and spin ... 16.1 kcal/mol

Atoms and positions in Å:
P: -0.15 1.05 -3.00
C: -1.78 0.35 -3.44
C: -2.35 1.11 -4.64
C: -3.79 0.65 -4.89
C: -3.92 -0.87 -4.99
C: -3.27 -1.64 -3.84
C: -1.84 -1.19 -3.55
C: 1.25 0.22 -3.78
C: 1.17 0.53 -5.27
C: 2.52 0.13 -5.88
C: 2.90 -1.32 -5.57
C: 2.78 -1.71 -4.09
C: 1.45 -1.29 -3.46
C: -0.08 2.89 -2.93
C: -1.21 3.39 -2.01
C: -1.16 4.91 -1.91
C: 0.20 5.46 -1.48
C: 1.36 4.83 -2.26
C: 1.28 3.31 -2.36
H: -2.40 0.60 -2.55
H: -1.74 0.94 -5.54
H: -2.33 2.20 -4.45
H: -4.16 1.11 -5.80
H: -4.43 1.03 -4.09
H: -4.98 -1.15 -5.09
H: -3.43 -1.18 -5.92
H: -3.88 -1.54 -2.93
H: -3.27 -2.70 -4.08
H: -1.49 -1.65 -2.61
H: -1.19 -1.56 -4.36
H: 2.13 0.74 -3.36
H: 3.28 0.81 -5.51
H: 0.98 1.60 -5.43
H: 0.35 -0.03 -5.74
H: 2.48 0.29 -6.96
H: 3.92 -1.52 -5.93
H: 2.23 -1.97 -6.15
H: 2.91 -2.79 -3.99
H: 3.60 -1.26 -3.52
H: 1.47 -1.44 -2.37
H: 0.64 -1.90 -3.87
H: -0.22 3.32 -3.94
H: -2.20 3.06 -2.37
H: -1.04 2.92 -1.04
H: -1.42 5.32 -2.89
H: -1.94 5.25 -1.22
H: 0.35 5.30 -0.41
H: 0.21 6.54 -1.64
H: 2.32 5.11 -1.82
H: 1.35 5.23 -3.29
H: 2.11 2.92 -2.96
H: 1.35 2.85 -1.36
Hf: -0.08 -0.42 1.13
Cl: 1.68 0.51 -0.04
Cl: -1.90 0.79 0.34
C: -0.41 -2.22 0.13
H: -1.42 -2.41 -0.29
C: 0.43 -3.37 -0.06
C: 1.87 -3.33 -0.05
C: 2.60 -4.51 -0.11
C: 1.96 -5.76 -0.20
C: 0.56 -5.81 -0.27
C: -0.19 -4.65 -0.24
H: 2.37 -2.36 0.01
H: 3.69 -4.48 -0.08
H: 0.05 -6.77 -0.35
H: -1.28 -4.66 -0.31
H: 2.54 -6.69 -0.21
C: -0.07 2.24 3.48
C: 0.40 0.92 3.96
N: 0.32 -0.19 3.20
C: 1.05 -1.20 3.86
C: 1.54 -0.70 5.02
N: 1.14 0.65 5.06
H: -0.88 2.65 4.10
H: 0.76 2.96 3.41
H: -0.46 2.07 2.46
H: 1.21 -2.16 3.38
H: 2.15 -1.16 5.77
H: 1.43 1.30 5.80

***

No. 2
The following is a DFT calculation (ωB97M-V/def2-TZVPD) of a structure of composition C29H45Sn in a non-equilibrium geometry.

## Properties
Orbital gap ... 5.65 eV
Charge ... -1
Energy above the lowest of the compared OMol25 structures with the same formula, charge and spin ... 0.0 kcal/mol

Atoms and positions in Å:
C: -10.53 -3.23 6.98
C: -9.80 -3.35 8.31
C: -10.41 -2.52 9.45
C: -9.48 -2.41 10.67
Sn: -7.91 -0.79 10.61
C: -9.47 0.76 11.09
C: -8.79 2.11 11.13
C: -9.77 3.30 10.94
C: -9.07 4.66 10.92
C: -7.45 -0.96 12.87
C: -8.46 -0.83 14.04
C: -8.21 0.31 15.03
C: -9.07 0.33 16.30
H: -6.96 -0.12 8.91
H: -10.08 -3.88 6.24
H: -11.59 -3.52 7.06
H: -10.49 -2.21 6.59
H: -9.81 -4.40 8.63
H: -8.74 -3.08 8.17
H: -10.68 -1.50 9.09
H: -11.38 -2.99 9.74
H: -10.05 -2.23 11.61
H: -8.90 -3.34 10.80
H: -10.25 0.72 10.31
H: -9.96 0.54 12.05
H: -8.27 2.26 12.08
H: -8.01 2.16 10.35
H: -10.33 3.16 10.00
H: -10.50 3.29 11.76
H: -9.80 5.46 10.80
H: -8.53 4.85 11.85
H: -8.35 4.74 10.09
H: -7.01 -1.96 12.92
H: -6.63 -0.24 12.99
H: -9.49 -0.77 13.67
H: -8.42 -1.77 14.61
H: -7.16 0.28 15.34
H: -8.36 1.27 14.52
H: -8.79 1.17 16.93
H: -10.14 0.43 16.08
H: -8.94 -0.56 16.93
C: -4.12 5.38 8.31
C: -4.58 3.97 8.17
C: -4.61 3.15 9.31
C: -5.08 1.83 9.23
C: -5.58 1.31 8.00
C: -6.20 -0.02 8.00
C: -6.73 -0.50 6.76
C: -6.69 -1.87 6.42
C: -7.00 -2.36 5.10
C: -7.42 -3.71 4.97
C: -7.80 -4.22 3.74
C: -7.77 -3.42 2.60
C: -8.20 -4.01 1.29
C: -7.33 -2.09 2.70
C: -6.92 -1.57 3.92
C: -5.39 2.12 6.83
C: -4.95 3.42 6.93
H: -4.16 5.91 7.34
H: -4.76 5.91 9.03
H: -3.10 5.43 8.70
H: -4.28 3.55 10.26
H: -5.03 1.19 10.09
H: -5.64 -0.76 8.65
H: -7.22 0.24 6.07
H: -6.39 -2.65 7.15
H: -7.42 -4.33 5.86
H: -8.13 -5.26 3.67
H: -8.15 -3.27 0.49
H: -7.57 -4.86 1.03
H: -9.22 -4.40 1.35
H: -7.33 -1.47 1.80
H: -6.51 -0.56 3.99
H: -5.54 1.69 5.84
H: -4.88 4.06 6.04

***

No. 3
The following is a DFT calculation (ωB97M-V/def2-TZVPD) of a structure of composition C29H46BrHfN3P2S in a non-equilibrium geometry.

## Properties
Orbital gap ... 4.13 eV
Charge ... +4
Energy above the lowest of the compared OMol25 structures with the same formula, charge and spin ... 30.0 kcal/mol

Atoms and positions in Å:
C: 2.83 4.33 -0.73
C: 1.81 3.55 -1.32
C: 1.67 3.49 -2.73
C: 2.53 4.27 -3.50
N: 3.41 5.08 -2.91
C: 3.63 5.10 -1.59
C: 0.85 2.95 -0.45
C: 0.12 2.55 0.48
C: -1.14 2.27 1.15
C: -1.42 1.21 2.10
C: -2.67 0.49 1.90
C: -3.29 0.84 0.66
C: -3.36 2.24 0.33
C: -2.27 2.99 0.69
Hf: -1.36 -0.63 0.60
P: 1.23 -0.59 0.02
H: 0.86 2.88 -3.18
H: 2.92 4.37 0.35
H: 2.45 4.23 -4.62
H: 4.43 5.73 -1.15
H: -2.13 4.04 0.42
H: -1.09 1.27 3.16
H: -4.23 2.67 -0.16
H: -3.04 -0.36 2.50
C: 2.08 -2.24 0.16
C: 3.28 -2.58 -0.73
H: 1.31 -3.01 0.05
H: 2.42 -2.31 1.20
H: 3.62 -3.61 -0.56
H: 3.07 -2.50 -1.80
H: 4.14 -1.94 -0.52
C: 1.53 -0.11 -1.75
C: 2.91 0.36 -2.20
H: 0.78 0.67 -1.96
H: 1.25 -0.98 -2.36
H: 2.90 0.49 -3.29
H: 3.21 1.33 -1.78
H: 3.70 -0.37 -1.97
C: 2.38 0.45 1.01
C: 3.90 0.30 1.02
H: 1.98 0.44 2.04
H: 2.21 1.46 0.64
H: 4.34 1.09 1.64
H: 4.22 -0.67 1.41
H: 4.34 0.42 0.02
Br: -4.84 -0.27 -0.05
P: -2.03 -1.70 -1.82
C: -0.90 -2.49 -3.00
C: -1.24 -3.85 -3.59
H: 0.06 -2.56 -2.45
H: -0.75 -1.77 -3.81
H: -0.42 -4.17 -4.24
H: -1.35 -4.59 -2.79
H: -2.14 -3.86 -4.22
C: -3.09 -3.02 -1.04
C: -4.44 -3.22 -1.74
H: -3.27 -2.73 0.01
H: -2.50 -3.96 -1.00
H: -4.98 -4.05 -1.25
H: -5.07 -2.32 -1.64
H: -4.33 -3.48 -2.81
C: -3.00 -0.52 -2.84
C: -3.29 -0.88 -4.30
H: -2.41 0.41 -2.80
H: -3.94 -0.34 -2.30
H: -3.84 -0.04 -4.75
H: -2.39 -1.07 -4.91
H: -3.97 -1.75 -4.36
S: -0.77 -1.78 2.65
C: -0.24 -0.85 4.10
N: -1.20 -0.30 4.84
C: -0.96 0.42 6.09
C: 0.41 1.06 6.05
C: 1.50 0.11 5.58
N: 1.05 -0.66 4.41
H: -2.14 -0.60 4.60
H: -1.02 -0.30 6.91
H: -1.75 1.16 6.21
H: 0.66 1.42 7.06
H: 0.39 1.94 5.40
H: 1.76 -0.59 6.39
H: 2.41 0.65 5.32
H: 1.72 -1.13 3.80

***

No. 4
The following is a DFT calculation (ωB97M-V/def2-TZVPD) of a structure of composition C29H46BrN3P2SSr in a non-equilibrium geometry.

## Properties
Orbital gap (spin up / spin down) ... 3.63 / 3.74 eV
Charge ... +2
Energy above the lowest of the compared OMol25 structures with the same formula, charge and spin ... 85.3 kcal/mol

Atoms and positions in Å:
N: 3.91 -5.84 -6.18
C: 2.60 -6.05 -6.27
C: 1.64 -5.21 -5.68
C: 2.09 -4.07 -4.97
C: 3.49 -3.86 -4.90
C: 4.36 -4.77 -5.52
C: 1.20 -3.19 -4.22
Sr: -0.82 -1.70 -3.74
P: -1.84 4.64 -0.02
C: 1.54 -1.86 -3.93
C: 1.43 -1.37 -2.56
C: 1.73 -0.03 -2.20
C: 1.73 0.38 -0.89
C: 1.15 -0.45 0.14
C: 0.80 -1.76 -0.24
C: 0.86 -2.19 -1.56
Br: -0.73 1.09 0.42
H: 0.37 -3.71 -3.69
H: 2.07 -1.29 -4.69
H: 0.59 -5.48 -5.74
H: 3.90 -3.05 -4.30
H: 2.30 -6.95 -6.82
H: 5.44 -4.62 -5.44
H: 2.13 0.59 -3.02
H: 0.71 -3.26 -1.74
H: 2.12 1.36 -0.61
H: 0.40 -2.45 0.51
P: 1.62 -0.30 1.91
C: -2.41 3.73 -1.48
C: -2.89 4.73 -2.54
H: -3.22 3.08 -1.14
H: -1.57 3.11 -1.83
H: -3.50 4.23 -3.29
H: -3.49 5.53 -2.09
H: -2.05 5.21 -3.06
C: 0.00 4.66 -0.11
C: 0.56 5.95 0.52
H: 0.27 4.59 -1.18
H: 0.36 3.74 0.38
H: 1.62 6.08 0.25
H: 0.01 6.82 0.16
H: 0.49 5.92 1.62
C: -2.18 3.70 1.51
C: -3.33 4.32 2.31
H: -1.26 3.70 2.12
H: -2.39 2.66 1.23
H: -3.45 3.79 3.25
H: -3.12 5.38 2.53
H: -4.27 4.26 1.76
C: 0.18 -0.56 3.00
C: 0.49 -0.78 4.49
H: -0.39 -1.41 2.58
H: -0.46 0.33 2.85
H: 0.65 -1.85 4.71
H: 1.38 -0.22 4.82
H: -0.36 -0.44 5.09
C: 2.39 1.31 2.11
C: 3.81 1.42 1.55
H: 2.39 1.52 3.19
H: 1.71 2.05 1.65
H: 4.52 0.85 2.16
H: 3.89 1.06 0.53
H: 4.13 2.47 1.55
C: 2.86 -1.54 2.31
C: 2.42 -3.00 2.48
H: 3.33 -1.17 3.23
H: 3.62 -1.45 1.52
H: 2.49 -3.53 1.53
H: 3.11 -3.49 3.19
H: 1.41 -3.11 2.87
C: -3.08 -2.28 3.33
N: -3.99 -1.63 2.40
C: -5.11 -0.92 2.79
C: -5.69 -0.42 1.66
N: -4.88 -0.81 0.61
C: -3.77 -1.53 1.03
S: -2.47 -2.06 0.10
H: -2.69 -3.20 2.87
H: -2.25 -1.62 3.60
H: -3.65 -2.52 4.24
H: -5.39 -0.85 3.82
H: -6.59 0.14 1.52
H: -5.00 -0.55 -0.37

***

No. 5
The following is a DFT calculation (ωB97M-V/def2-TZVPD) of a cluster of 9 separate species, C29H46NO25P in total in a non-equilibrium geometry.

## Properties
SMILES string ... CCOP(=O)(OCC)OCC.O=C1OCCO1.O=C1OCCO1.O=C1OCCO1.O=C1OCCO1.O=C1OCCO1.O=C1OCCO1.O=C1OCCO1.CC#N
Orbital gap ... 10.50 eV

Atoms and positions in Å:
C: 0.43 1.06 0.34
C: -0.75 0.22 0.55
N: -1.66 -0.46 0.70
H: 0.69 1.05 -0.71
H: 1.27 0.67 0.90
H: 0.14 2.06 0.65
C: -2.83 -1.69 -2.34
C: -2.04 -2.99 -2.40
O: -1.21 -3.07 -1.24
P: -1.54 -4.14 -0.11
O: -2.95 -4.53 -0.01
O: -0.55 -5.35 -0.46
C: -0.99 -6.41 -1.33
C: -0.13 -6.39 -2.60
O: -0.93 -3.47 1.20
C: 0.43 -3.12 1.32
C: 1.20 -4.00 2.32
H: -3.43 -1.55 -3.24
H: -3.47 -1.67 -1.46
H: -2.13 -0.86 -2.23
H: -2.79 -3.78 -2.52
H: -1.37 -2.92 -3.25
H: -0.81 -7.30 -0.73
H: -2.06 -6.37 -1.53
H: 0.90 -6.63 -2.36
H: -0.47 -7.16 -3.31
H: -0.17 -5.46 -3.16
H: 0.96 -3.08 0.37
H: 0.47 -2.09 1.71
H: 0.88 -3.72 3.33
H: 1.05 -5.06 2.16
H: 2.25 -3.73 2.28
C: 0.96 5.33 2.09
C: 2.10 4.60 2.80
O: 2.82 3.95 1.73
C: 2.10 4.04 0.60
O: 2.49 3.60 -0.44
O: 0.97 4.71 0.82
H: 1.21 6.38 1.90
H: 0.03 5.21 2.64
H: 1.75 3.87 3.52
H: 2.75 5.30 3.32
C: -0.91 -1.38 4.57
C: -2.08 -2.14 3.95
O: -3.16 -1.59 4.76
C: -2.68 -1.17 5.92
O: -3.32 -0.80 6.86
O: -1.34 -1.22 5.91
H: -0.83 -0.38 4.15
H: 0.03 -1.93 4.51
H: -2.05 -3.22 4.06
H: -2.26 -1.80 2.93
C: -2.30 4.95 -0.43
C: -1.92 3.58 -0.95
O: -1.83 3.79 -2.36
C: -2.38 4.99 -2.70
O: -2.54 5.28 -3.83
O: -2.72 5.68 -1.58
H: -1.55 5.50 0.14
H: -3.17 4.79 0.20
H: -2.64 2.78 -0.80
H: -0.93 3.27 -0.63
C: 5.04 0.69 1.15
C: 3.85 -0.26 1.12
O: 3.50 -0.38 -0.26
C: 4.12 0.63 -0.93
O: 3.99 0.89 -2.08
O: 4.91 1.34 -0.10
H: 6.03 0.23 1.24
H: 5.00 1.42 1.96
H: 3.06 0.26 1.66
H: 3.99 -1.28 1.46
C: 1.23 2.10 -3.50
C: 1.20 3.62 -3.67
O: 2.37 3.84 -4.44
C: 2.75 2.68 -5.02
O: 3.64 2.59 -5.80
O: 1.97 1.65 -4.63
H: 0.19 1.76 -3.60
H: 1.64 1.75 -2.55
H: 1.06 4.00 -2.66
H: 0.29 3.86 -4.24
C: -4.15 2.34 2.31
C: -3.89 1.41 3.51
O: -2.52 1.54 3.79
C: -1.96 2.47 2.99
O: -0.82 2.78 3.02
O: -2.90 3.08 2.24
H: -4.83 3.18 2.45
H: -4.31 1.73 1.42
H: -4.31 0.44 3.25
H: -4.47 1.75 4.38
C: 1.70 -2.43 -4.02
C: 1.78 -1.72 -2.65
O: 2.12 -2.80 -1.78
C: 2.50 -3.89 -2.48
O: 2.82 -4.94 -2.02
O: 2.27 -3.70 -3.79
H: 2.15 -1.88 -4.84
H: 0.63 -2.56 -4.25
H: 0.82 -1.27 -2.44
H: 2.57 -0.98 -2.61